119
Properties=species:S:1:pos:R:3:mulliken_charge:R:1 method="wB97M-V/def2-TZVPD" charge=+1 de_lowest_kcal_mol=54.1 gap_ev=7.1 energy_ev=-179930.1276 e_lumo_ev=-2.4
Hf 0.15726 -0.03812 -0.20807 0.90
C 3.62423 0.17993 -4.00890 -1.69
C 2.83365 -0.36438 -2.80160 0.75
Ge 1.36635 -1.57615 -3.34094 0.65
C 1.40464 -1.64677 -5.28390 -0.51
C 0.22888 -2.45313 -5.86456 -1.28
C 1.92640 -3.30592 -2.69368 -0.25
C 2.27337 -3.55536 -1.42430 0.18
Ge 1.70407 -2.27961 -0.02458 0.87
C -0.09299 -2.95134 0.59020 -0.07
C -0.22208 -4.42036 1.01273 -1.35
C 2.84346 -2.37690 1.56844 -0.23
C 3.36578 -3.74145 2.05701 -1.28
C 3.14411 -4.75630 -1.14006 -0.11
C 4.39429 -4.84603 -1.76097 -0.38
C 5.22812 -5.93982 -1.54347 -0.75
C 4.82143 -6.97248 -0.71017 -0.51
C 3.57862 -6.90057 -0.09498 -0.87
C 2.75596 -5.80153 -0.29908 0.14
H 4.46628 0.80423 -3.69054 0.39
H 3.00486 0.77945 -4.68239 0.34
H 4.04074 -0.63238 -4.61158 0.47
H 2.47620 0.45713 -2.18574 -0.59
H 3.48015 -0.96701 -2.16290 0.55
H 2.36033 -2.11596 -5.54622 0.43
H 1.42171 -0.63366 -5.69772 0.29
H 0.16769 -3.45744 -5.43103 0.31
H 0.31827 -2.57436 -6.94662 0.37
H -0.72853 -1.96444 -5.66889 0.26
H 2.15460 -4.05453 -3.46100 0.50
H -0.82116 -2.77230 -0.20207 0.29
H -0.38306 -2.32619 1.44176 -0.10
H -0.01138 -5.08914 0.17937 0.47
H -1.24512 -4.62981 1.34285 0.44
H 0.44590 -4.67966 1.83657 0.23
H 2.23950 -1.89057 2.34058 0.26
H 3.70448 -1.72797 1.39297 0.45
H 2.56736 -4.46307 2.24777 0.15
H 3.91189 -3.60897 2.99609 0.44
H 4.05135 -4.20413 1.34535 0.31
H 4.71394 -4.04203 -2.41592 0.41
H 6.19604 -5.98345 -2.02730 0.42
H 5.46533 -7.82794 -0.54255 0.40
H 3.24904 -7.70267 0.55483 0.42
H 1.79463 -5.76347 0.19490 0.24
C -3.14352 2.61368 4.27840 -0.85
N -1.84836 3.16463 3.90399 0.41
C -1.20821 3.85469 5.02291 -1.08
C -1.10438 2.75305 2.81434 -1.46
N -1.21041 1.68419 2.10362 1.83
C -1.68670 0.43114 2.54074 -0.83
C -1.32230 -0.12114 3.74195 -0.45
C -1.69913 -1.43235 4.11211 -1.15
C -2.46744 -2.18651 3.27702 -0.85
C -2.85710 -1.66906 2.01535 0.89
C -3.69826 -2.43413 1.17297 -0.88
C -4.12183 -1.94240 -0.03142 -1.05
C -3.67110 -0.68320 -0.46683 -0.72
C -2.81252 0.07232 0.29425 -0.72
N -2.19529 1.23417 -0.25675 1.25
C -2.90442 2.19602 -0.76119 -1.71
N -4.21783 2.42533 -0.47322 0.54
C -5.10352 3.09057 -1.43560 -1.06
C -4.87377 1.95219 0.73699 -0.91
N -2.26105 3.12941 -1.60078 1.53
C -2.21545 2.83314 -3.02679 -1.10
C -2.41452 4.54384 -1.27699 -1.33
C -2.41573 -0.37780 1.60107 0.12
N -0.11720 3.65207 2.32691 1.30
C -0.43650 5.07067 2.20196 -1.26
C 1.25767 3.33497 2.69551 -1.08
H -3.78075 3.43490 4.61191 0.40
H -3.05844 1.88348 5.08818 0.37
H -3.61430 2.12154 3.44283 0.12
H -1.95163 4.46441 5.53110 0.37
H -0.40828 4.49892 4.70175 0.32
H -0.80676 3.14091 5.74924 0.29
H -0.69857 0.46443 4.40883 0.49
H -1.38055 -1.83094 5.06880 0.41
H -2.77406 -3.19203 3.54849 0.45
H -4.01068 -3.41795 1.51063 0.47
H -4.77591 -2.52942 -0.66950 0.43
H -3.97065 -0.30632 -1.44031 0.67
H -4.94055 2.73505 -2.44870 0.29
H -5.01720 4.17297 -1.41878 0.26
H -6.12558 2.83785 -1.16433 0.45
H -4.13221 1.70192 1.47878 -0.14
H -5.49565 1.07363 0.55814 0.35
H -5.49686 2.75837 1.12658 0.50
H -2.13809 1.75998 -3.18677 0.19
H -1.33597 3.30060 -3.47350 0.29
H -3.09134 3.22163 -3.55728 0.37
H -2.64355 4.66673 -0.21683 0.37
H -3.18726 5.04432 -1.86663 0.43
H -1.47365 5.06505 -1.47937 0.30
H -0.20498 5.68309 3.07982 0.42
H -1.49690 5.19007 1.97769 0.38
H 0.13160 5.48721 1.36979 0.27
H 1.43930 2.26939 2.54019 0.05
H 1.49961 3.58457 3.73621 0.39
H 1.94255 3.90111 2.05760 0.60
C 3.22060 1.03523 1.16300 -0.97
O 2.12576 1.41319 0.32987 0.39
C 2.15082 2.76154 -0.09055 -1.42
C 0.77395 3.00281 -0.57736 -0.55
O 0.50371 1.99303 -1.55511 1.03
C 1.03692 2.27090 -2.84561 -1.21
H 4.11507 0.89709 0.55436 0.19
H 2.95305 0.11509 1.65665 0.14
H 3.38842 1.81640 1.90539 0.47
H 2.90508 2.88068 -0.86762 0.35
H 2.39293 3.43388 0.73798 0.38
H 0.63268 4.00950 -0.97591 0.87
H 0.05423 2.84903 0.23720 -0.32
H 0.65214 3.23623 -3.17540 0.29
H 0.69253 1.48229 -3.50540 0.17
H 2.12485 2.29183 -2.83559 0.48
Te -0.96719 -0.85553 -2.61956 -0.71
F 0.61402 -0.19150 1.65892 -0.86

---

95
Properties=species:S:1:pos:R:3:mulliken_spin:R:1 method="wB97M-V/def2-TZVPD" charge=+2 spin_multiplicity=3 gap_ev="5.5 / 5.5" energy_ev=-60875.6329 e_lumo_ev="-7.1 / -6.9"
W 0.17165 0.06654 0.39852 1.97
C 2.66401 5.01333 -2.21308 0.00
C 2.21740 3.91344 -3.18120 0.00
C 1.21169 2.99362 -2.56731 0.02
C -0.15367 3.00659 -2.72069 -0.01
C -0.97988 3.94858 -3.53691 0.00
C -1.59833 5.06239 -2.68608 0.00
C -0.68231 1.96594 -1.90025 0.08
C -2.02190 1.65557 -1.78368 -0.03
C -2.58404 0.68466 -0.97560 0.06
C -3.98283 0.36670 -0.90769 0.02
C -5.06970 1.06030 -1.66520 0.00
C -5.54312 2.33079 -0.95326 0.00
C -4.11232 -0.64959 -0.00250 0.02
C -2.78691 -0.96223 0.45583 0.03
C -2.45055 -2.02611 1.27719 -0.02
C -1.17669 -2.43836 1.59564 0.06
N 0.00385 -1.79502 1.19885 -0.09
C 1.03708 -2.56233 1.73349 -0.05
C 2.38552 -2.30879 1.54983 0.02
C 2.92812 -1.28848 0.80599 -0.02
N 2.18979 -0.28755 0.18649 -0.01
C 3.12216 0.48288 -0.49395 -0.04
C 2.80498 1.54317 -1.30593 0.01
C 1.52304 1.93725 -1.66142 -0.03
N 0.36037 1.32167 -1.22335 -0.04
C 4.45141 -0.01412 -0.25631 0.01
C 4.32904 -1.11619 0.53939 0.01
C 5.40308 -2.04041 1.01497 0.00
C 5.46017 -3.34374 0.21096 0.00
C 5.69399 0.55445 -0.86014 0.00
C 5.98219 -0.02922 -2.24689 0.00
C 0.50768 -3.65847 2.47020 0.03
C -0.86013 -3.58746 2.37949 -0.02
C -1.85033 -4.50233 3.02323 0.00
C -2.26703 -4.00591 4.41169 0.00
C 1.31752 -4.71068 3.15719 0.00
C 1.77364 -5.80766 2.18989 0.00
N -1.86964 -0.11449 -0.11219 -0.04
C -5.35957 -1.38601 0.36890 0.00
C -5.61952 -2.57514 -0.56141 0.00
H 3.37877 5.68146 -2.69063 0.00
H 3.14020 4.59148 -1.32578 0.00
H 1.81269 5.61297 -1.88650 0.00
H 3.08355 3.33996 -3.51885 0.00
H 1.79291 4.36427 -4.07805 0.00
H -1.76570 3.39610 -4.05664 0.00
H -0.35968 4.38781 -4.31781 0.00
H -2.26164 4.65295 -1.91981 0.00
H -2.18318 5.74244 -3.30326 0.00
H -0.82351 5.64692 -2.18693 0.00
H -2.70259 2.22651 -2.40194 -0.01
H -5.90703 0.37456 -1.79897 0.00
H -4.72574 1.30689 -2.67192 0.00
H -5.87404 2.10893 0.06251 0.00
H -6.37432 2.79035 -1.48568 0.00
H -4.73869 3.06889 -0.89282 0.00
H -3.26430 -2.62645 1.66106 -0.01
H 3.07653 -3.00330 2.00752 0.00
H 3.62581 2.08370 -1.75668 0.00
H 5.25602 -2.25904 2.07562 0.00
H 6.36371 -1.52936 0.94560 0.00
H 4.50486 -3.87058 0.22891 0.00
H 6.22054 -4.00872 0.61731 0.00
H 5.70663 -3.14782 -0.83244 0.00
H 6.53566 0.36217 -0.19397 0.00
H 5.60867 1.64151 -0.92470 0.00
H 6.08547 -1.11318 -2.19880 0.00
H 6.90648 0.38059 -2.65071 0.00
H 5.17535 0.19569 -2.94632 0.00
H -1.41364 -5.49879 3.10019 0.00
H -2.72930 -4.61054 2.38513 0.00
H -1.39826 -3.88101 5.05876 0.00
H -2.94269 -4.71615 4.88516 0.00
H -2.77607 -3.04278 4.34821 0.00
H 0.71967 -5.15018 3.95647 0.00
H 2.18035 -4.25414 3.64670 0.00
H 0.91778 -6.33495 1.76774 0.00
H 2.39947 -6.53544 2.70370 0.00
H 2.34688 -5.39262 1.35910 0.00
H -6.20422 -0.69562 0.33782 0.00
H -5.29680 -1.73181 1.40311 0.00
H -5.69110 -2.25069 -1.59989 0.00
H -6.54961 -3.07549 -0.29697 0.00
H -4.81043 -3.30467 -0.49937 0.00
C -2.55261 2.74902 1.81121 0.01
S -0.82986 2.75464 2.26853 0.02
C -0.17259 3.88773 1.06073 0.00
O -0.28552 1.36760 1.81995 0.02
H -2.94440 3.74062 2.04467 0.00
H -3.05140 2.00544 2.43015 0.00
H -2.65855 2.52105 0.75121 0.00
H -0.52071 4.88118 1.34820 0.00
H -0.51272 3.62439 0.05903 0.00
H 0.91301 3.84792 1.13846 0.00

---

68
Properties=species:S:1:pos:R:3:mulliken_spin:R:1 method="wB97M-V/def2-TZVPD" charge=+2 spin_multiplicity=2 gap_ev="7.6 / 5.9" energy_ev=-65404.9190 e_lumo_ev="-7.9 / -9.2"
Zr -36.32056 -10.95010 7.17534 -0.01
P -38.48237 -9.46268 9.88089 0.00
F -38.26565 -7.93314 9.35342 0.00
F -39.83241 -9.41153 8.96451 0.00
F -37.56030 -10.07771 8.61309 0.00
F -38.76787 -10.98462 10.43580 0.00
F -37.07941 -9.50512 10.72196 0.00
F -39.39173 -8.93739 11.09741 0.00
C -35.27967 -10.83609 3.00171 0.23
C -35.25450 -9.74221 2.18547 -0.09
C -35.20845 -8.25935 2.65927 -0.07
O -34.84630 -7.34242 1.83208 0.28
C -35.29459 -8.03047 4.01669 0.26
C -35.61262 -9.13727 4.88830 -0.13
C -35.56061 -10.57468 4.34214 0.00
O -36.06084 -11.42823 5.07607 0.03
O -35.88243 -9.20138 6.10750 -0.08
O -34.96095 -10.03082 0.89817 0.59
H -35.28304 -11.82769 2.57378 -0.01
H -35.32358 -7.04588 4.45958 0.00
C -35.32618 -14.06784 6.11156 0.00
O -35.18954 -12.86586 6.94582 0.00
C -33.75821 -12.77642 7.20141 0.00
C -33.46632 -11.67810 8.24016 0.00
N -34.29946 -10.51307 8.00625 0.00
C -34.13692 -9.62652 9.05922 0.00
C -34.34254 -8.12715 8.84191 0.00
O -35.60995 -7.97437 8.33187 0.00
C -35.98802 -6.69187 7.90163 0.00
H -34.52265 -14.30427 5.41404 0.00
H -36.31417 -14.16294 5.66106 0.00
H -35.25740 -14.93314 6.77081 0.00
H -33.15334 -12.59518 6.31294 0.00
H -33.42464 -13.75706 7.54081 0.00
H -32.41720 -11.44135 8.41736 0.00
H -33.78095 -12.06690 9.20863 0.00
H -33.58380 -10.06640 7.45089 0.00
H -33.15802 -9.51402 9.52527 0.00
H -34.81853 -9.81183 9.88937 0.00
H -33.64059 -7.74791 8.09923 0.00
H -34.35744 -7.49424 9.72921 0.00
H -37.01331 -6.39714 8.12528 0.00
H -35.62551 -6.36112 6.92835 0.00
H -35.40535 -6.04730 8.55974 0.00
C -35.90346 -12.42620 10.68321 0.00
O -36.61702 -12.28118 9.39912 0.00
C -37.59339 -13.22982 9.46456 0.00
C -38.60351 -12.83607 8.23164 0.00
N -37.85719 -12.52039 7.03176 0.00
C -38.82612 -12.26070 5.95296 0.00
C -39.31369 -10.80021 5.74734 0.00
O -38.27861 -9.90405 6.21578 0.01
C -38.77051 -8.55559 6.01463 0.00
H -35.61712 -13.42116 11.02403 0.00
H -36.37049 -11.92364 11.53021 0.00
H -34.92872 -11.94907 10.78484 0.00
H -38.15730 -13.26453 10.39670 0.00
H -37.15467 -14.16845 9.12604 0.00
H -39.39992 -12.11565 8.41833 0.00
H -39.12534 -13.77484 8.04592 0.00
H -37.61732 -13.44138 6.69361 0.00
H -39.70790 -12.90143 5.96012 0.00
H -38.45562 -12.51953 4.96107 0.00
H -40.16111 -10.64643 6.41542 0.00
H -39.77978 -10.63144 4.77658 0.00
H -39.63067 -8.26548 6.61799 0.00
H -39.00241 -8.50033 4.95101 0.00
H -38.09429 -7.79054 6.39614 0.00